# C24H30N4O5S2

C24H30N4O5S2 in the gas phase in a non-equilibrium geometry (the ωB97M-V functional and the def2-TZVPD basis, OMol25).

Gap between HOMO and LUMO in eV: 8.92
Molecular weight in g/mol: 518.7
E_LUMO in eV: 0.421
Highest occupied orbital energy in eV: -8.50
Spin multiplicity: 1
Energy in eV: -63243.218
Energy relative to the best compared isomer or geometry (same formula, charge and spin) in kcal/mol: 0.0
SMILES: CCN(CC)S(=O)(=O)c1ccc2c(c1)nc(SCC(=O)N1CCOCC1)n2-c1ccccc1OC

```
65
Properties=species:S:1:pos:R:3:forces:R:3:nbo_charge:R:1
C 6.3550 2.9443 -0.5890 -0.2 -0.1 -0.1 -0.63
H 6.6849 3.9217 -0.9319 0.1 0.1 0.0 0.21
H 7.0530 2.1931 -0.9525 0.1 0.0 0.0 0.20
H 6.3618 2.9266 0.4979 0.1 0.1 0.1 0.22
C 4.9376 2.6660 -1.0828 0.2 0.5 0.2 -0.21
N 4.4047 1.4040 -0.6157 -0.3 0.1 1.1 -0.70
S 4.0346 1.3096 1.0115 -0.2 -0.3 -0.4 2.33
O 5.0307 0.5633 1.7345 -0.2 -0.1 -0.1 -0.95
O 3.7179 2.6320 1.4641 -0.1 0.2 -0.2 -0.94
C 2.5384 0.3327 0.9340 0.6 0.3 0.1 -0.34
C 1.4262 0.9181 0.3701 -0.3 -0.1 0.0 -0.20
C 0.2885 0.1292 0.2711 0.4 -0.7 0.3 0.17
N -0.9564 0.4213 -0.2247 -0.4 -0.1 -0.2 -0.55
C -1.6551 -0.6729 -0.0750 0.1 0.6 -0.3 0.25
N -0.9579 -1.6998 0.5007 0.0 0.2 -0.1 -0.40
C 0.3076 -1.2114 0.7326 0.6 0.7 0.1 0.12
C 1.4295 -1.7737 1.3186 -0.1 0.0 0.0 -0.22
C 2.5540 -0.9753 1.4057 0.1 -0.1 0.1 -0.21
H 3.4669 -1.3397 1.8487 0.1 -0.1 0.1 0.25
H 1.4241 -2.7859 1.6897 0.0 -0.1 0.0 0.23
C -1.4180 -3.0124 0.7218 0.0 -0.5 0.0 0.14
C -2.5332 -3.2422 1.5088 0.2 -0.1 -0.1 -0.20
C -2.9821 -4.5349 1.7168 -0.1 -0.1 0.0 -0.24
C -2.3062 -5.5926 1.1384 -0.1 0.1 0.0 -0.18
C -1.1926 -5.3742 0.3437 0.2 0.0 -0.1 -0.29
C -0.7360 -4.0820 0.1162 0.0 0.1 0.0 0.29
O 0.3239 -3.7478 -0.6660 -0.4 0.2 0.3 -0.49
C 1.0479 -4.7753 -1.2999 0.2 -0.2 -0.1 -0.25
H 1.8376 -4.2731 -1.8560 0.0 -0.1 0.0 0.21
H 0.4180 -5.3406 -1.9935 0.0 0.0 0.0 0.18
H 1.4960 -5.4586 -0.5720 0.0 0.0 0.0 0.18
H -0.6911 -6.2169 -0.1042 0.1 0.0 -0.1 0.22
H -2.6459 -6.6044 1.2989 0.0 -0.1 0.0 0.22
H -3.8513 -4.7110 2.3298 -0.1 0.0 0.1 0.22
H -3.0423 -2.4025 1.9556 0.0 0.1 0.1 0.23
S -3.3168 -0.8572 -0.5452 -0.3 0.0 -0.2 0.29
C -3.5202 0.6440 -1.5709 0.0 -0.3 0.0 -0.62
H -2.5637 1.1622 -1.5570 0.0 0.0 0.0 0.28
C -4.6868 1.4970 -1.0954 0.2 -0.2 0.0 0.67
O -5.7074 1.5517 -1.7559 -0.2 -0.1 -0.3 -0.63
N -4.5493 2.1532 0.0738 -0.1 0.3 0.3 -0.43
C -3.3599 2.2970 0.8844 0.3 0.3 0.1 -0.26
H -2.5195 1.7299 0.4896 -0.1 0.0 0.0 0.25
H -3.5885 1.9450 1.8977 0.1 0.0 0.0 0.19
C -2.9762 3.7826 0.9462 0.1 -0.4 0.0 -0.08
O -4.0353 4.5726 1.4322 0.0 0.1 0.1 -0.52
C -5.1797 4.4392 0.6194 -0.3 -0.2 0.0 -0.08
H -5.9499 5.0678 1.0680 0.0 0.0 -0.1 0.20
C -5.6404 2.9811 0.5546 -0.2 0.3 -0.1 -0.26
H -6.4822 2.8688 -0.1289 0.1 0.0 0.1 0.25
H -5.9251 2.6418 1.5564 0.0 0.0 0.0 0.19
H -4.9629 4.7980 -0.3984 0.0 0.0 0.1 0.17
H -2.1406 3.9305 1.6313 0.0 0.0 -0.1 0.20
H -2.6855 4.1219 -0.0603 0.0 0.0 0.1 0.16
H -3.7593 0.3018 -2.5780 0.0 0.1 0.1 0.26
H 1.4542 1.9406 0.0356 -0.1 0.2 -0.1 0.24
C 4.9151 0.1765 -1.1878 -0.2 -0.6 -0.3 -0.23
C 3.9028 -0.4468 -2.1469 0.2 0.1 0.1 -0.61
H 3.6669 0.2500 -2.9471 -0.1 0.0 -0.1 0.21
H 2.9830 -0.6924 -1.6226 -0.1 0.0 0.0 0.21
H 4.3155 -1.3536 -2.5821 0.0 -0.1 -0.1 0.21
H 5.1291 -0.5114 -0.3658 0.2 -0.1 -0.2 0.22
H 5.8523 0.3702 -1.7173 0.0 0.0 0.2 0.20
H 4.2655 3.4351 -0.6993 0.1 0.1 -0.2 0.23
H 4.8944 2.6683 -2.1759 -0.1 0.0 0.1 0.20
```
Positions in Å, forces in eV/Å.


# C24H30N5O7

A 4-piece molecular cluster, C24H30N5O7 overall (the ωB97M-V functional and the def2-TZVPD basis, OMol25).

Gap between HOMO and LUMO in eV: 8.54
Molecular weight in g/mol: 500.5
E_LUMO in eV: -3.167
Highest occupied orbital energy in eV: -11.70
Spin multiplicity: 1
Energy in eV: -47142.206
Total charge: +1

```
66
Properties=species:S:1:pos:R:3:forces:R:3:nbo_charge:R:1
C 4.7036 -0.1806 -1.2181 0.1 0.1 -0.1 -0.41
N 3.4444 0.2459 -0.6245 0.0 -0.1 0.0 -0.67
C 2.6884 1.2061 -1.3912 -0.1 0.1 0.0 -0.25
C 1.4491 0.6705 -2.1240 -0.1 -0.2 -0.1 -0.07
C 0.1488 0.4258 -1.3570 0.1 0.2 0.1 -0.09
O 0.0392 -0.7758 -0.6235 -0.1 -0.1 0.0 -0.51
C 1.0892 -1.7109 -0.7313 0.1 0.0 -0.1 -0.10
C 1.5441 -1.9220 -2.1671 -0.1 0.0 0.0 -0.24
N 1.7795 -0.6014 -2.8973 0.1 0.0 0.1 -0.51
H 4.5538 -0.9157 -2.0202 0.0 0.0 0.0 0.16
H 5.3093 -0.6753 -0.4604 0.0 0.0 0.0 0.23
H 5.2875 0.6498 -1.6374 0.0 0.0 0.0 0.19
H 3.6033 0.5814 0.3169 0.0 0.0 0.0 0.42
H 2.3106 2.0058 -0.7484 0.1 0.0 0.0 0.24
H 3.3270 1.6978 -2.1404 0.0 0.0 0.0 0.19
H 1.1995 1.4146 -2.8843 0.0 0.0 0.0 0.24
H -0.6807 0.4547 -2.0729 0.0 0.0 0.0 0.19
H 0.0091 1.2691 -0.6748 0.0 0.0 0.0 0.22
H 0.6887 -2.6590 -0.3733 0.1 0.0 0.0 0.22
H 1.9420 -1.4159 -0.1229 0.0 0.0 0.0 0.22
H 2.4807 -2.4754 -2.1859 0.0 0.0 0.0 0.24
H 0.8012 -2.4584 -2.7545 0.0 0.0 0.1 0.23
H 1.2167 -0.6092 -3.7461 0.0 0.0 0.0 0.44
H 2.7541 -0.5511 -3.1951 0.0 0.0 0.0 0.44
C 7.9755 -1.6034 3.9441 0.0 0.0 0.0 -0.17
C 7.8099 -0.8754 2.7725 0.0 0.0 0.0 -0.21
C 6.6276 -0.1916 2.5411 0.0 0.0 0.0 -0.22
C 5.6348 -0.2577 3.5036 0.0 0.1 0.0 0.08
C 5.7772 -0.9664 4.6835 0.0 0.0 0.0 -0.21
C 6.9650 -1.6482 4.8952 0.0 0.0 0.0 -0.20
N 4.3743 0.4696 3.2751 0.0 0.0 0.1 0.53
O 4.2086 1.0026 2.1839 0.1 0.0 -0.1 -0.45
O 3.5663 0.5083 4.1705 0.0 0.0 0.0 -0.33
H 8.9021 -2.1331 4.1202 0.0 0.0 0.0 0.23
H 8.6067 -0.8314 2.0427 0.0 0.0 0.0 0.23
H 6.4757 0.4026 1.6526 0.0 0.0 0.0 0.24
H 4.9751 -0.9751 5.4061 0.0 0.0 0.0 0.25
H 7.1013 -2.2108 5.8085 0.0 0.0 0.0 0.23
C -2.9384 1.9708 -0.1304 0.0 -0.1 0.0 -0.20
C -4.0739 2.5390 -0.6905 0.0 0.1 0.0 -0.20
C -4.5623 3.7392 -0.1971 0.0 0.0 0.0 -0.21
C -3.8895 4.3345 0.8533 0.1 0.2 -0.1 0.10
C -2.7625 3.7852 1.4363 0.0 0.0 -0.1 -0.22
C -2.2873 2.5848 0.9318 0.0 0.0 0.0 -0.22
N -4.3982 5.6223 1.3816 -0.5 -0.5 0.6 0.52
O -5.4253 6.0536 0.9039 0.2 0.2 -0.2 -0.36
O -3.8148 6.1031 2.3310 0.2 0.2 -0.2 -0.37
H -2.5752 1.0243 -0.5125 0.0 0.0 0.0 0.20
H -4.5870 2.0482 -1.5052 0.0 0.0 0.0 0.23
H -5.4458 4.2096 -0.6017 0.0 0.0 0.0 0.26
H -2.2883 4.2934 2.2624 0.0 0.0 0.0 0.25
H -1.4164 2.1262 1.3837 0.0 0.0 0.0 0.21
C -5.9913 -4.3124 -1.7292 0.0 0.0 0.0 -0.18
C -6.9105 -3.7183 -2.5835 0.0 0.0 0.0 -0.20
C -7.2456 -2.3822 -2.4261 0.0 0.0 0.0 -0.21
C -6.6357 -1.6724 -1.4082 0.0 0.1 0.0 0.09
C -5.7160 -2.2375 -0.5430 0.0 0.0 0.0 -0.22
C -5.3968 -3.5757 -0.7126 0.0 0.0 0.0 -0.21
N -6.9969 -0.2502 -1.2251 0.0 -0.1 0.0 0.52
O -7.8529 0.2116 -1.9485 0.0 0.0 0.0 -0.36
O -6.4137 0.3714 -0.3572 0.0 0.0 0.0 -0.39
H -5.7447 -5.3590 -1.8506 0.0 0.0 0.0 0.22
H -7.3770 -4.2966 -3.3695 0.0 0.0 0.0 0.23
H -7.9645 -1.8905 -3.0642 0.0 0.0 0.0 0.25
H -5.2853 -1.6366 0.2441 0.0 0.0 0.0 0.25
H -4.6933 -4.0466 -0.0390 0.0 0.0 0.0 0.22
```
Positions in Å, forces in eV/Å.


# C24H31B3Cl40O3

A 11-piece molecular cluster, C24H31B3Cl40O3 overall in a non-equilibrium geometry (the ωB97M-V functional and the def2-TZVPD basis, OMol25).

Gap between HOMO and LUMO in eV: 10.48
Molecular weight in g/mol: 1818.1
E_LUMO in eV: 0.053
Highest occupied orbital energy in eV: -10.42
Spin multiplicity: 1
Energy in eV: -534463.795
Energy relative to the best compared isomer or geometry (same formula, charge and spin) in kcal/mol: 0.0
SMILES: CCCCCCCCCCCCCCB1OBOBO1.ClC(Cl)(Cl)Cl.ClC(Cl)(Cl)Cl.ClC(Cl)(Cl)Cl.ClC(Cl)(Cl)Cl.ClC(Cl)(Cl)Cl.ClC(Cl)(Cl)Cl.ClC(Cl)(Cl)Cl.ClC(Cl)(Cl)Cl.ClC(Cl)(Cl)Cl.ClC(Cl)(Cl)Cl

```
101
Properties=species:S:1:pos:R:3:forces:R:3:mulliken_charge:R:1
C -1.5585 6.2721 -0.2853 -0.4 0.0 0.1 -0.65
C -2.3075 5.0779 0.3454 0.4 0.2 0.2 -0.26
C -1.5028 4.3632 1.4443 -0.3 -0.1 -0.2 -0.59
C -2.1206 3.0056 1.8256 0.2 0.2 0.5 -0.78
C -1.2151 2.1966 2.7790 0.3 0.2 -0.3 -0.93
C -0.1334 1.3919 2.0205 0.3 0.1 0.3 0.45
C 0.1958 0.0105 2.6256 -0.4 0.0 -0.1 -0.91
C 0.6319 -1.0620 1.6051 0.1 -0.2 0.5 -0.48
C 2.1309 -1.0854 1.2699 -0.2 0.4 -0.2 -0.15
C 2.7080 0.1867 0.6193 0.3 -0.1 -0.6 0.42
C 2.6648 0.1988 -0.9348 -0.2 0.4 0.7 -0.69
C 1.3459 0.7989 -1.4354 -0.3 -0.5 -0.1 0.80
C 1.1275 0.7549 -2.9559 0.6 0.4 0.1 -0.71
C 1.5105 -0.5657 -3.6588 -0.5 0.3 -0.1 -1.12
B 0.8332 -1.8747 -3.1243 0.3 -0.3 -0.1 0.35
O 0.5374 -2.9091 -4.0303 -0.7 0.6 0.6 -0.43
B -0.5897 -3.6380 -3.6933 0.1 -0.3 -0.1 0.86
O -0.8004 -4.0389 -2.3774 0.7 0.8 -0.3 -0.71
B 0.0113 -3.3591 -1.4763 -0.2 -0.1 0.2 0.30
O 0.4966 -2.1015 -1.7906 0.1 -0.5 -0.5 -0.20
H -1.8026 7.2097 0.2276 0.1 -0.2 -0.1 -0.19
H -0.4718 6.1525 -0.2224 -0.1 -0.1 -0.2 0.33
H -1.8721 6.3849 -1.3300 0.3 0.1 0.1 0.31
H -3.2451 5.4476 0.7834 0.0 -0.2 -0.2 0.22
H -2.5591 4.3439 -0.4296 0.0 0.1 0.1 0.34
H -0.4657 4.2153 1.1096 -0.1 0.0 0.0 0.32
H -1.4721 5.0122 2.3305 0.2 -0.1 -0.1 0.19
H -2.3065 2.4274 0.9110 -0.1 0.0 0.2 0.38
H -3.0786 3.1934 2.3260 0.0 -0.1 -0.2 0.42
H -0.7082 2.9206 3.4351 -0.2 -0.2 0.1 0.34
H -1.7971 1.5400 3.4345 0.0 0.0 -0.2 0.54
H 0.7752 2.0098 1.9995 -0.2 -0.2 -0.2 0.18
H -0.4357 1.2462 0.9759 -0.1 0.0 0.1 -0.14
H 0.9294 0.0947 3.4407 0.0 0.0 -0.2 0.06
H -0.7238 -0.3615 3.1029 0.2 0.1 -0.1 0.54
H 0.0054 -0.9914 0.7067 0.2 0.1 0.1 0.03
H 0.3938 -2.0394 2.0542 0.0 0.1 -0.2 0.40
H 2.6766 -1.2813 2.1999 -0.1 0.0 -0.1 0.03
H 2.3295 -1.9280 0.5911 0.0 0.1 0.2 0.44
H 3.7587 0.2810 0.9176 -0.2 0.0 0.1 -0.44
H 2.1971 1.0923 0.9565 0.2 -0.1 0.2 -0.10
H 3.5084 0.8129 -1.2771 -0.1 -0.2 -0.2 0.30
H 2.7935 -0.8298 -1.2852 0.1 0.2 -0.1 0.13
H 1.2630 1.8395 -1.0885 0.1 -0.2 -0.1 0.45
H 0.5299 0.2497 -0.9500 0.1 0.1 -0.1 -0.54
H 0.0932 1.0439 -3.1855 0.1 -0.2 0.0 0.39
H 1.7554 1.5454 -3.3940 -0.2 -0.1 0.0 0.18
H 2.6045 -0.6569 -3.6919 -0.2 -0.2 0.1 0.37
H 1.2019 -0.4835 -4.7122 0.2 0.0 0.1 0.39
H -1.3872 -3.8827 -4.5317 0.1 -0.2 0.0 -0.18
H 0.3163 -3.8634 -0.4443 -0.2 0.1 0.1 -0.10
C 5.3876 -3.1431 3.1942 0.0 0.0 0.0 0.28
Cl 5.6041 -1.9859 1.8743 0.0 -0.1 -0.1 -0.05
Cl 6.6319 -4.3927 3.0867 0.0 0.0 0.2 -0.06
Cl 5.5241 -2.2879 4.7291 -0.2 0.0 0.0 -0.06
Cl 3.7924 -3.8926 3.0718 0.0 0.0 0.0 -0.10
C 9.2734 -1.9273 7.1586 0.0 0.0 0.0 0.31
Cl 10.6711 -2.7135 7.8996 0.0 0.0 0.0 -0.10
Cl 9.7797 -0.4147 6.3980 0.0 0.0 0.0 -0.09
Cl 8.5654 -2.9870 5.9391 0.2 0.0 0.1 -0.01
Cl 8.0642 -1.5804 8.4022 0.0 0.0 0.0 -0.11
C -5.1663 -4.5354 -4.8752 -0.1 -0.1 -0.1 0.28
Cl -3.9987 -4.2898 -3.5816 -0.1 -0.1 0.1 -0.04
Cl -6.2648 -3.1540 -4.9526 0.0 0.0 0.0 -0.11
Cl -4.3120 -4.7025 -6.4137 0.0 0.0 0.0 -0.11
Cl -6.1074 -6.0089 -4.5676 0.2 0.4 0.1 -0.04
C -3.1977 9.9141 1.9408 0.0 0.0 0.0 0.30
Cl -3.2024 11.1536 3.1987 0.0 0.0 0.0 -0.10
Cl -4.7680 9.8615 1.1382 0.0 0.1 0.0 -0.03
Cl -1.9423 10.2829 0.7529 0.0 0.0 0.0 -0.11
Cl -2.8776 8.3338 2.6650 0.0 0.0 0.1 -0.08
C 7.9163 -6.0399 -0.5474 0.0 0.0 -0.1 0.33
Cl 9.5530 -5.8081 -1.1712 0.0 0.0 0.0 -0.10
Cl 7.1692 -4.4669 -0.2581 0.0 -0.1 -0.1 -0.03
Cl 6.9575 -6.9402 -1.7269 0.0 0.0 0.0 -0.10
Cl 7.9925 -6.9568 0.9631 0.0 0.0 0.0 -0.11
C 1.1100 4.6638 -4.6415 0.0 0.0 0.0 0.33
Cl 0.2691 3.2958 -5.3798 0.0 0.1 0.0 -0.09
Cl 1.1825 4.4402 -2.8892 0.0 0.0 0.0 -0.04
Cl 2.7489 4.7659 -5.2913 0.0 0.0 0.0 -0.11
Cl 0.2356 6.1553 -5.0028 0.0 0.0 0.0 -0.11
C 5.1468 2.0224 3.8563 0.0 0.0 0.0 0.23
Cl 3.4706 1.4718 3.7643 0.1 0.0 0.0 -0.04
Cl 5.8880 1.4121 5.3400 0.0 0.0 0.0 -0.07
Cl 6.0507 1.4296 2.4583 0.0 0.1 0.0 -0.09
Cl 5.1864 3.7890 3.8683 0.0 0.0 0.0 -0.11
C -7.3392 7.1587 -0.3045 0.0 0.0 0.0 0.32
Cl -7.5981 8.9093 -0.3613 0.0 0.0 0.0 -0.11
Cl -7.7151 6.5661 1.3158 0.0 0.0 0.0 -0.10
Cl -8.3956 6.3748 -1.4824 0.0 0.0 0.0 -0.10
Cl -5.6544 6.7930 -0.6886 0.0 0.0 0.0 -0.02
C -8.8795 -9.7386 -4.4584 -0.1 -0.1 0.0 0.35
Cl -10.4266 -8.9515 -4.1355 0.0 0.0 0.0 -0.10
Cl -7.6613 -8.4961 -4.7804 -0.2 -0.4 0.1 -0.05
Cl -8.4351 -10.7272 -3.0519 0.0 0.1 -0.2 -0.11
Cl -9.0134 -10.7885 -5.8722 0.0 0.0 0.0 -0.10
C -5.9967 -7.6452 -0.0644 -0.1 0.0 0.0 0.29
Cl -4.3941 -7.3365 -0.7293 0.1 0.0 0.0 -0.07
Cl -6.7885 -6.1095 0.3105 0.0 0.0 0.0 -0.10
Cl -6.9629 -8.5354 -1.2449 0.1 0.1 0.1 0.01
Cl -5.8455 -8.6049 1.4138 0.0 0.0 0.0 -0.11
```
Positions in Å, forces in eV/Å.